DFT (ωB97M-V/def2-TZVPD) results for C37H49BrEuN2P2S as an isolated structure at a distorted geometry.

Calculated values
HOMO level (spin up / spin down) = -12.673 / -12.682 eV
Frontier orbital gap (spin up / spin down) = 5.981 / 5.895 eV
E = -5913.3889 Eh
Multiplicity = 8
ΔE to the lowest compared entry with this formula, charge and spin = 27.2 kcal/mol
Total charge = +2

Each line ends with the Löwdin spin population.
Atoms and positions in Å:
1 C 1.9843 4.0861 -1.4636  0.000
2 C 1.0089 3.6623 -2.4020  0.000
3 C 1.4175 3.4403 -3.7357  0.000
4 C 2.7664 3.6341 -4.0590  0.000
5 N 3.6882 3.9548 -3.1486  0.000
6 C 3.3048 4.2419 -1.9016  0.000
7 C -0.3287 3.3802 -1.9807  0.000
8 C -1.4130 3.1126 -1.4670  0.000
9 C -2.5532 2.7667 -0.6447  -0.001
10 C -2.6807 1.4524 -0.1129  -0.003
11 C -3.4481 1.2184 1.0420  -0.002
12 C -4.2089 2.2696 1.5333  0.001
13 C -4.3983 3.4488 0.8070  -0.001
14 C -3.5418 3.7065 -0.2645  0.001
15 Eu -0.5173 1.0241 1.4914  6.960
16 P 1.9618 -0.2275 -0.4026  -0.007
17 H 0.7190 3.0851 -4.5011  0.000
18 H 1.7441 4.2381 -0.4080  0.000
19 H 3.1093 3.4560 -5.0807  0.000
20 H 4.0803 4.5588 -1.2006  0.000
21 H -3.5995 4.6577 -0.7908  0.000
22 H -2.1870 0.6053 -0.6125  0.000
23 H -5.1773 4.1362 1.1232  0.000
24 H -3.3729 0.2692 1.5645  0.000
25 C 2.6267 -1.9684 -0.3286  -0.001
26 C 3.7257 -2.4405 -1.2845  0.000
27 H 1.7399 -2.6125 -0.4455  0.000
28 H 2.9834 -2.0890 0.7041  0.000
29 H 3.9314 -3.5015 -1.0831  0.000
30 H 3.4487 -2.3710 -2.3465  0.000
31 H 4.6785 -1.9117 -1.1328  0.000
32 C 2.0949 0.1177 -2.2300  -0.001
33 C 3.4568 0.4262 -2.8439  0.000
34 H 1.4114 0.9588 -2.4218  0.000
35 H 1.6652 -0.7542 -2.7448  0.000
36 H 3.3419 0.5143 -3.9346  0.000
37 H 3.8747 1.3824 -2.5014  0.000
38 H 4.2055 -0.3604 -2.6841  0.000
39 C 3.3044 0.8030 0.3444  0.001
40 C 4.7574 0.3454 0.2646  0.000
41 H 3.0297 0.9494 1.4000  0.001
42 H 3.2055 1.7813 -0.1381  0.000
43 H 5.3647 1.0477 0.8544  0.000
44 H 4.9178 -0.6577 0.6883  0.000
45 H 5.1648 0.3723 -0.7581  0.000
46 Br -4.9787 2.0392 3.2754  0.000
47 P -1.2600 -1.4912 -1.8519  0.000
48 C -0.3466 -2.4368 -3.1492  0.000
49 C -0.9468 -3.7313 -3.6879  0.000
50 H 0.6273 -2.6591 -2.6841  0.000
51 H -0.1529 -1.7499 -3.9836  0.000
52 H -0.2057 -4.2261 -4.3317  0.000
53 H -1.2054 -4.4483 -2.8986  0.000
54 H -1.8368 -3.5485 -4.3066  0.000
55 C -2.4446 -2.6851 -1.0730  0.000
56 C -3.8727 -2.8369 -1.5971  0.000
57 H -2.5013 -2.3381 -0.0289  0.000
58 H -1.9585 -3.6717 -1.0518  0.000
59 H -4.4272 -3.5136 -0.9302  0.000
60 H -4.4293 -1.8903 -1.6071  0.000
61 H -3.9085 -3.2761 -2.6037  0.000
62 C -2.3373 -0.2843 -2.7713  0.000
63 C -2.8212 -0.6415 -4.1678  0.000
64 H -1.7464 0.6467 -2.7914  0.000
65 H -3.2166 -0.0768 -2.1468  0.000
66 H -3.3936 0.2113 -4.5614  0.000
67 H -1.9964 -0.8354 -4.8647  0.000
68 H -3.4998 -1.5058 -4.1502  0.000
69 N -1.3221 -1.0722 2.0697  -0.014
70 S -1.8598 -0.8356 3.5981  0.002
71 C -0.9492 -1.9795 4.6274  0.001
72 C -0.5805 -1.5437 5.9024  0.000
73 C 0.0047 -2.4342 6.7952  0.000
74 C 0.1523 -3.7693 6.4052  0.000
75 C -0.2071 -4.2142 5.1306  0.000
76 C -0.7601 -3.3065 4.2289  0.000
77 C -0.9319 0.7200 3.9516  0.011
78 C -1.5506 1.9788 3.7049  0.008
79 C -0.7879 3.0572 3.2223  0.007
80 C 0.6045 2.9136 3.0381  0.017
81 C 1.2363 1.7067 3.3882  0.006
82 C 0.4780 0.6197 3.8551  0.011
83 H -1.5129 -2.0175 1.7289  0.000
84 H -0.7244 -0.5103 6.2061  0.000
85 H 0.3351 -2.0871 7.7775  0.000
86 H 0.5660 -4.4802 7.1160  0.000
87 H -0.0744 -5.2553 4.8271  0.000
88 H -1.0278 -3.6351 3.2314  0.000
89 H -2.6451 2.0328 3.7715  0.001
90 H -1.3102 3.9466 2.8699  0.001
91 H 1.1676 3.6881 2.5048  0.002
92 H 2.3095 1.5612 3.2162  0.001
93 H 0.9618 -0.3435 4.0341  0.001

Force components x, y, z for each atom (eV/Å):
-0.0722 -0.2021 -0.5115
0.9957 0.0090 -0.4550
0.0465 0.1862 0.3299
-0.3459 -0.3589 0.5216
-0.0168 0.6324 -0.1492
-0.5845 -0.5049 -0.1135
-2.0390 -0.5388 1.3802
1.4728 0.2064 -0.7193
-0.6568 -0.4237 0.1459
-0.0410 0.4157 -0.0047
0.3490 0.6241 -0.6298
-0.4265 -0.1423 0.4251
0.3140 -0.4475 0.1471
0.3477 -0.0516 0.0835
0.7871 -0.7204 -4.5571
0.5730 -0.1247 -0.4102
0.1971 0.2789 0.3881
-0.0871 0.1045 -0.4244
-0.0046 0.0665 0.3248
-0.1508 -0.1103 -0.2416
0.0557 -0.1630 0.1690
0.2145 0.4972 0.4675
0.3089 0.1155 -0.1046
-0.3778 0.0415 -0.2697
-0.3861 0.0871 0.3729
0.3150 -0.1799 -0.1354
0.2355 0.1119 0.1330
-0.1962 -0.1248 -0.0926
-0.1100 0.2357 -0.0429
0.0049 0.0406 0.3746
-0.4314 -0.1395 -0.1293
-0.4466 0.1376 0.1365
0.4258 0.1462 -0.3018
0.1175 -0.2281 -0.0629
-0.0080 0.2158 0.2748
-0.0137 0.0338 0.2615
-0.1232 -0.2885 0.0079
-0.3143 0.3032 0.0403
0.0831 -0.0798 -0.1242
0.5777 0.2007 0.1273
0.1231 -0.0699 -0.2361
-0.0345 0.0877 0.0675
-0.0329 -0.2486 -0.1268
-0.1168 0.3518 -0.1530
-0.2898 -0.0966 0.4135
-0.3768 0.1550 -0.6517
-0.1705 0.2811 0.2355
0.1582 -0.1368 0.0717
-0.0756 -0.2365 -0.3649
-0.1923 0.0259 -0.2353
0.0619 -0.0427 0.2116
-0.2215 0.0939 0.1400
0.0294 0.2245 -0.1689
0.1896 -0.0420 0.2615
-0.0931 -0.0466 0.1690
-0.2704 -0.2510 -0.0772
-0.0536 -0.2006 -0.1980
-0.0255 0.2727 0.0884
0.1153 0.1490 -0.2173
0.2162 -0.1703 -0.0695
0.0561 0.1834 0.2664
0.1273 -0.1292 -0.0460
-0.3129 0.1284 -0.2638
-0.1998 -0.1626 -0.1247
0.1857 -0.0847 -0.0990
0.1445 -0.2746 -0.0486
-0.2176 -0.0291 0.1676
0.2938 0.1978 -0.0634
-0.0295 -0.0193 0.7279
0.3002 -0.4898 0.6152
0.0410 -0.1340 0.7380
0.0651 -0.0924 0.1457
-0.1324 -0.2459 -0.3449
0.1955 -0.1709 0.1811
-0.1057 0.3936 0.0749
-0.0208 0.3174 -0.0078
0.5597 0.4757 -0.3383
-0.1171 -0.8020 0.4796
0.2229 -0.1559 0.3655
-0.2248 0.0778 -0.0417
0.1140 -0.0141 0.6674
0.0258 0.0997 0.3579
-0.1769 0.3842 0.1719
-0.0482 -0.1164 -0.0419
-0.1814 -0.2181 -0.3483
-0.0168 0.1078 -0.1425
-0.0048 0.3841 0.2100
-0.0489 0.0043 0.0533
0.5699 0.1510 -0.0290
0.1911 -0.0541 0.3125
-0.1661 -0.1683 0.4843
-0.4854 0.2173 0.2448
-0.1328 0.2769 -0.1158

DFT (ωB97M-V/def2-TZVPD) results for the molecule C4H6N2O2 at a distorted geometry.

Calculated values
HOMO level = -9.113 eV
Frontier orbital gap = 9.656 eV
E = -415.9144 Eh
Structure (SMILES) = [H]/N=C1\[C@H](C(=O)O)N1C
ΔE to the lowest compared entry with this formula, charge and spin = 79.2 kcal/mol

Each line ends with the Mulliken charge.
Atoms and positions in Å:
1 H 0.0130 2.3392 1.2770  0.272
2 N 0.4790 1.5142 1.6611  -0.700
3 C 0.8210 0.6556 0.8483  0.313
4 C 0.9524 0.3076 -0.5259  0.120
5 C -0.3425 0.5318 -1.3230  0.514
6 O -0.4653 0.0033 -2.4107  -0.539
7 O -1.3593 1.2392 -0.7916  -0.439
8 N 1.0859 -0.8360 0.3881  -0.339
9 C -0.0093 -1.7041 0.7493  -0.757
10 H 1.8502 0.6192 -1.0426  0.334
11 H -2.0901 1.1885 -1.4391  0.341
12 H -0.5330 -2.1275 -0.1159  0.279
13 H 0.3661 -2.5303 1.3591  0.280
14 H -0.7681 -1.2006 1.3661  0.322

Force components x, y, z for each atom (eV/Å):
0.8362 -0.0605 -0.2679
-0.7636 -0.9110 1.7051
0.9583 -1.6302 -1.9593
-2.1138 1.5833 -0.5007
0.2058 -1.5482 -1.8656
0.0322 0.4847 0.6201
0.4556 0.0110 0.3217
0.5844 2.7057 2.3474
-1.0734 -0.4167 0.2540
0.0208 -0.4242 -0.3911
0.3583 -0.0095 0.1959
0.2959 0.0805 -0.0748
0.1237 0.1241 -0.2190
0.0798 0.0111 -0.1657

Q: The highest E belongs to which entry?
A: C4H6N2O2

Q: Number 1 is which compound?
A: C37H49BrEuN2P2S

Q: What is the formula in the first record?
A: C37H49BrEuN2P2S